(1)
A molecular structure, C19H26CrF3N5O3. Source: OMol25; level of theory: ωB97M-V with the def2-TZVPD basis set.

As for the largest force on an atom: 2.4 eV Å⁻¹. Its HOMO energy (spin up / spin down) is -11.29 / -11.43 eV. The multiplicity is 2. The charge is +1. The total energy is -2582.8969 hartree. The value obtained for the frontier orbital gap (spin up / spin down) is 7.80 / 8.11 eV.

XYZ file:
```
57
Properties=species:S:1:pos:R:3:mulliken_spin:R:1
Cr -1.0094 0.0371 0.3850 1.069
N -1.5940 -2.1961 1.2967 -0.023
C -2.2880 -2.0605 2.5747 0.000
C -2.4389 -0.5382 2.8770 0.001
O -2.8322 -0.1330 3.9428 0.015
O -2.0759 0.1710 1.8778 0.015
H -2.1784 -2.6531 0.6006 0.000
H -0.7410 -2.7423 1.3798 0.001
H -1.7309 -2.5152 3.3975 0.000
H -3.2900 -2.4965 2.5517 0.000
N 1.0545 -0.0394 1.8169 -0.011
C 2.2753 -0.1531 1.0194 0.000
C 2.3824 0.9728 -0.0157 0.001
C 1.6834 0.6700 -1.3423 -0.002
N 0.2422 0.9533 -1.2850 -0.027
H 1.0666 0.8192 2.3624 0.001
H 0.9961 -0.8067 2.4801 0.001
H 2.2433 -1.1221 0.5156 0.000
H 3.1666 -0.1341 1.6611 0.000
H 3.4360 1.1471 -0.2215 0.000
H 1.9745 1.8956 0.4078 0.001
H 1.8022 -0.3856 -1.5953 0.001
H 2.1464 1.2691 -2.1364 -0.001
H -0.1733 0.6338 -2.1617 0.001
H 0.1180 1.9678 -1.2589 0.000
N -1.0922 2.1360 0.5768 -0.009
C -1.1972 3.1590 1.1168 -0.003
N -1.2680 4.3445 1.6068 0.000
C -0.1212 4.9903 2.2386 0.000
C -0.1536 6.4894 1.9090 0.000
O -1.3819 7.0576 2.2755 0.000
C -2.4447 6.4693 1.5691 0.000
C -2.5535 4.9754 1.8944 0.000
H 0.8044 4.5424 1.8750 0.000
H -0.1850 4.8613 3.3253 0.000
H 0.0287 6.6418 0.8343 0.000
H 0.6143 7.0149 2.4790 0.000
H -2.3014 6.6102 0.4875 0.000
H -3.3508 6.9896 1.8812 0.000
H -3.3335 4.5028 1.2982 0.000
H -2.7854 4.8510 2.9582 0.000
F 2.5957 -6.5675 -5.4270 0.000
C 1.8000 -6.8649 -4.3942 -0.001
F 2.4588 -7.7644 -3.6430 0.000
F 0.7337 -7.5094 -4.9005 0.000
C 1.3841 -5.6593 -3.5986 0.012
C 0.5387 -5.8536 -2.5106 -0.006
C 0.0845 -4.7611 -1.8010 0.013
C 0.4646 -3.4677 -2.1723 -0.013
C 1.3486 -3.2947 -3.2417 0.012
C 1.8056 -4.3867 -3.9538 -0.004
C -0.0438 -2.3516 -1.4627 0.068
C -0.4916 -1.4036 -0.8451 -0.114
H 0.2404 -6.8533 -2.2350 0.000
H -0.5800 -4.9033 -0.9630 0.000
H 1.6653 -2.3017 -3.5212 0.000
H 2.4808 -4.2538 -4.7858 0.000
```

***

(2)
A molecular structure, C20H26Br6O18. Source: OMol25; level of theory: ωB97M-V with the def2-TZVPD basis set.

As for the largest force on an atom: 7.3 eV Å⁻¹. Its energy above the lowest of the compared OMol25 structures with the same formula, charge and spin is 3.990 eV. Its HOMO energy is -9.87 eV. The multiplicity is 1. The total energy is -17575.9912 hartree. The value obtained for the frontier orbital gap is 8.98 eV.

XYZ file:
```
70
Properties=species:S:1:pos:R:3:mulliken_charge:R:1
C -0.9227 1.6705 4.1381 -0.289
Br 0.6150 2.9598 4.1099 -0.065
Br -2.0567 1.5459 5.8407 -0.073
Br -0.5284 -0.2301 3.4792 -0.004
H -1.7193 1.9897 3.4660 0.342
C 3.5839 0.6842 -2.7259 -0.563
Br 5.4281 0.2175 -2.2260 -0.053
Br 3.3025 2.5750 -2.2564 -0.034
Br 2.1286 -0.6864 -2.0737 0.230
H 3.5276 0.6647 -3.8143 0.494
C -0.0465 1.5541 -0.6562 0.263
C -0.4430 0.1439 -0.3780 -0.147
O -1.6171 0.2286 0.4082 0.481
C -2.0354 1.4390 0.4682 0.199
O -3.0391 1.7281 1.1137 -0.665
O -1.2572 2.2317 -0.3636 -0.439
H 0.3019 1.4511 -1.6839 0.241
H 0.7941 1.8488 -0.0281 -0.092
H 0.3678 -0.4178 0.0859 -0.102
H -0.6697 -0.2435 -1.3713 0.358
C -3.5670 -1.6717 2.1418 0.195
C -2.5860 -2.5399 1.3105 0.389
O -3.0789 -3.8377 1.4095 -0.377
C -4.2647 -3.7404 2.0882 0.458
O -5.0630 -4.6674 2.3626 -0.630
O -4.5601 -2.4957 2.4393 -0.345
H -3.9320 -0.8236 1.5624 0.160
H -3.1230 -1.4647 3.1155 0.134
H -1.5850 -2.5552 1.7418 0.017
H -2.5043 -2.2487 0.2633 -0.045
C 3.6719 0.7033 1.0686 0.261
C 3.0344 0.6821 2.4403 0.323
O 2.3769 -0.5760 2.4275 -0.330
C 2.7392 -1.3889 1.4798 0.757
O 2.4705 -2.5549 1.3281 -0.604
O 3.6938 -0.7191 0.8926 -0.365
H 4.6560 1.1698 1.0244 0.337
H 3.0887 0.9937 0.1947 -0.342
H 2.4835 1.5438 2.8173 -0.357
H 3.8521 0.5073 3.1394 0.347
C -0.7498 -5.8894 -2.2699 -0.443
C -0.2005 -5.3463 -3.5862 -0.346
O 0.3371 -4.1861 -3.1005 -0.337
C -0.2383 -3.8278 -1.9970 0.415
O -0.0975 -2.7432 -1.4499 -0.308
O -1.0386 -4.7514 -1.5371 -0.205
H -0.1047 -6.5939 -1.7449 0.303
H -1.6658 -6.4050 -2.5585 0.302
H -0.9627 -5.1467 -4.3394 0.286
H 0.6631 -5.9218 -3.9194 0.273
C 4.9704 5.0451 2.5002 -0.375
C 4.4387 6.1195 1.6125 -0.312
O 3.2647 5.5674 1.0312 -0.386
C 3.2722 4.2626 1.3121 0.639
O 2.3440 3.5950 0.9849 -0.319
O 4.3256 3.9141 1.9675 -0.293
H 4.9456 5.0186 3.5896 0.299
H 6.0105 4.8382 2.2482 0.235
H 5.1953 6.3694 0.8687 0.265
H 4.1314 7.0088 2.1627 0.292
C -4.1384 0.6373 -4.1492 -0.492
C -3.6642 1.0513 -2.8061 0.174
O -4.6711 0.2905 -2.0091 -0.335
C -5.0177 -0.8436 -2.8100 0.680
O -5.5057 -1.8610 -2.2882 -0.579
O -4.7143 -0.6333 -4.0189 -0.286
H -3.2954 0.6170 -4.8400 0.341
H -4.8379 1.4280 -4.4201 0.279
H -3.8362 2.1001 -2.5644 0.389
H -2.6774 0.6160 -2.6484 -0.219
```

***

(3)
A molecular structure, C29H22CuF6N4O6S2. Source: OMol25; level of theory: ωB97M-V with the def2-TZVPD basis set.

As for the largest force on an atom: 3.2 eV Å⁻¹. Its energy above the lowest of the compared OMol25 structures with the same formula, charge and spin is 1.486 eV. Its HOMO energy is -4.45 eV. The multiplicity is 1. The charge is -1. The total energy is -4824.9565 hartree. The value obtained for the frontier orbital gap is 6.37 eV.

XYZ file:
```
70
Properties=species:S:1:pos:R:3:mulliken_charge:R:1
Cu -0.0624 1.3869 1.0148 -0.156
C -0.3387 1.5402 5.5087 -1.322
C -0.6812 1.5331 4.1479 0.161
N 0.2270 1.5439 3.1951 0.280
C 1.5296 1.5579 3.5328 0.123
C 1.9706 1.5748 4.8687 0.967
C 0.9825 1.5717 5.8694 -0.640
C 3.3724 1.5624 5.1504 -0.776
C 4.2848 1.5088 4.1529 -0.831
C 3.8759 1.4880 2.7836 0.946
C 4.7752 1.4077 1.7060 -0.507
C 4.2892 1.3977 0.4217 -1.018
C 2.9083 1.5102 0.2128 -0.202
N 2.0500 1.5770 1.2085 -0.182
C 2.5037 1.5395 2.4705 0.005
H -1.1219 1.5271 6.2539 0.410
H -1.7135 1.5096 3.8272 0.616
H 1.2806 1.5872 6.9112 0.396
H 3.6871 1.5758 6.1873 0.373
H 5.3449 1.4695 4.3743 0.376
H 5.8396 1.3582 1.9030 0.400
H 4.9577 1.3289 -0.4255 0.413
H 2.4714 1.5535 -0.7780 0.631
F -4.1241 -0.4598 -0.7530 -0.194
C -3.9673 -0.7212 0.5432 0.421
F -3.8750 -2.0568 0.6731 -0.238
F -5.0827 -0.3266 1.1736 -0.248
S -2.5250 0.0643 1.4638 1.169
O -1.2957 -0.4200 0.8592 -0.646
O -2.7946 -0.4724 2.7700 -0.728
N -2.8168 1.5896 1.4757 -0.343
S -2.4343 2.7643 0.4446 1.550
O -1.0321 3.1644 0.4184 -0.641
O -3.3571 3.2230 -0.5554 -0.713
C -2.9758 3.9999 1.7812 0.475
F -2.2295 3.9183 2.9085 -0.222
F -4.2596 3.8336 2.1489 -0.263
F -2.8605 5.2698 1.3439 -0.245
C 2.0466 -4.6793 -1.7550 -1.609
C 0.5934 -4.2994 -1.9067 1.011
C -0.3737 -5.2283 -1.5412 -0.822
C -1.7186 -4.9047 -1.5890 -0.997
C -2.1003 -3.6457 -2.0024 -0.369
C -1.1498 -2.6954 -2.3780 -0.312
N -1.6657 -1.4138 -2.6847 0.101
C -1.1359 -0.4733 -3.5670 0.069
C -0.8852 -0.8034 -4.8998 -0.386
C -0.3975 0.1478 -5.7795 -0.539
C -0.1838 1.4517 -5.3573 -0.631
C -0.4345 1.7903 -4.0358 -0.555
C -0.9073 0.8419 -3.1416 0.439
C -0.9208 1.1508 -1.6630 0.016
O -2.0229 1.2067 -1.0424 -0.502
O 0.2109 1.2672 -1.1547 -0.334
C 0.2210 -3.0219 -2.3450 1.061
C 1.2718 -1.9994 -2.6955 -0.754
H 2.1304 -5.6732 -1.3171 0.370
H 2.5619 -3.9783 -1.0963 0.355
H 2.5652 -4.6842 -2.7162 0.344
H -0.0662 -6.2074 -1.1922 0.295
H -2.4661 -5.6298 -1.2921 0.377
H -3.1444 -3.3639 -2.0265 0.546
H -2.1393 -0.9889 -1.8982 -0.150
H -1.0638 -1.8204 -5.2298 0.439
H -0.1912 -0.1272 -6.8070 0.381
H 0.1929 2.1972 -6.0464 0.384
H -0.2489 2.7939 -3.6737 0.501
H 1.2516 -1.7633 -3.7588 0.290
H 2.2705 -2.3547 -2.4530 0.449
H 1.0973 -1.0714 -2.1469 -0.067
```

***

(4)
A molecular structure, C32H45B3N9O3P. Source: OMol25; level of theory: ωB97M-V with the def2-TZVPD basis set.

As for the largest force on an atom: 1.2 eV Å⁻¹. Its HOMO energy is -7.89 eV. The multiplicity is 1. The total energy is -2380.9188 hartree. The value obtained for the frontier orbital gap is 6.82 eV.

XYZ file:
```
93
Properties=species:S:1:pos:R:3:mulliken_charge:R:1
N 4.6832 0.3818 -0.3990 -0.687
P 4.2462 1.3098 -1.5988 0.143
B 2.4370 0.9069 -2.1865 0.517
O 1.4883 1.9076 -2.3253 -0.531
B 0.6609 1.8115 -1.2289 1.074
O 0.5136 0.5746 -0.6364 -0.812
B 0.9004 -0.5253 -1.3783 0.829
O 1.9912 -0.3963 -2.2167 -0.369
H 4.0072 -0.3459 -0.2102 0.208
H 4.1959 2.6762 -1.2751 0.044
H 5.1037 1.3226 -2.7161 0.046
H 0.1591 2.7736 -0.7480 -0.242
H 0.3458 -1.5634 -1.2940 -0.187
N -2.2143 2.9370 1.1842 0.048
C -3.4946 2.5188 1.4315 -0.531
C -4.2114 3.6013 1.8618 -0.487
C -3.3285 4.7162 1.8766 -0.705
C -2.1042 4.2748 1.4548 -0.320
H -1.4672 2.3506 0.8653 0.223
H -3.7881 1.4959 1.2800 0.454
H -5.2531 3.5949 2.1352 0.453
H -3.5663 5.7256 2.1659 0.406
H -1.1695 4.7941 1.3285 0.434
N -1.4716 2.8422 -3.9644 0.017
C -1.5301 4.0396 -4.6243 -0.420
C -2.6195 4.0060 -5.4510 -0.586
C -3.2434 2.7394 -5.2825 -0.567
C -2.5127 2.0443 -4.3585 -0.358
H -0.7713 2.5885 -3.2948 0.258
H -0.7973 4.8080 -4.4495 0.375
H -2.9363 4.8008 -6.1045 0.385
H -4.1272 2.3819 -5.7828 0.389
H -2.6451 1.0567 -3.9511 0.382
N 1.8117 -3.4093 -3.6045 0.134
C 2.5836 -4.3469 -4.2345 -0.780
C 1.9825 -5.5655 -4.0640 -0.089
C 0.7982 -5.3572 -3.3016 -0.664
C 0.7287 -4.0169 -3.0375 -0.317
H 2.0011 -2.4247 -3.5604 0.208
H 3.4882 -4.0719 -4.7479 0.364
H 2.3520 -6.5020 -4.4469 0.392
H 0.0866 -6.1006 -2.9855 0.380
H -0.0075 -3.4456 -2.5004 0.359
N 2.6102 -9.1985 -5.8143 -0.001
C 3.7267 -9.9136 -6.1520 -0.478
C 3.8219 -9.9187 -7.5170 -0.416
C 2.7187 -9.1763 -8.0220 -0.377
C 1.9907 -8.7444 -6.9468 -0.462
H 2.2924 -9.0350 -4.8775 0.223
H 4.3544 -10.3544 -5.3973 0.370
H 4.5952 -10.4003 -8.0910 0.383
H 2.4877 -8.9824 -9.0556 0.399
H 1.0914 -8.1558 -6.8901 0.370
N -5.7698 -0.7199 1.8454 0.018
C -5.0272 -0.4514 2.9635 -0.633
C -5.8853 -0.3835 4.0265 -0.416
C -7.1974 -0.6201 3.5316 -0.531
C -7.0922 -0.8250 2.1830 -0.550
H -5.4051 -0.8217 0.9171 0.209
H -3.9593 -0.3307 2.9118 0.477
H -5.6034 -0.1882 5.0483 0.615
H -8.1108 -0.6374 4.1015 0.418
H -7.8408 -1.0350 1.4391 0.396
N -6.0496 2.4079 6.7877 0.039
C -5.3086 2.6897 7.9018 -0.477
C -6.1668 2.7693 8.9655 -0.417
C -7.4776 2.5252 8.4711 -0.422
C -7.3708 2.3058 7.1239 -0.439
H -5.6814 2.2952 5.8605 0.200
H -4.2406 2.8083 7.8439 0.370
H -5.8875 2.9788 9.9842 0.388
H -8.3921 2.5126 9.0395 0.388
H -8.1172 2.0863 6.3803 0.376
N 2.3342 2.7480 1.4952 0.420
C 2.9987 2.5110 2.6636 -0.683
C 3.8514 3.5593 2.8749 -0.397
C 3.6752 4.4759 1.8021 -0.665
C 2.7333 3.9457 0.9612 -0.569
H 1.6546 2.1268 1.0998 0.048
H 2.8307 1.6083 3.2250 0.457
H 4.5370 3.6526 3.6998 0.446
H 4.1909 5.4103 1.6590 0.429
H 2.3153 4.3166 0.0399 0.511
N 6.3051 0.6147 2.2032 0.277
C 7.3760 1.3933 1.8797 -0.379
C 8.3083 1.2658 2.8770 -0.569
C 7.7725 0.3703 3.8418 -0.452
C 6.5346 -0.0127 3.3940 -0.495
H 5.4752 0.5219 1.6377 0.214
H 7.3850 1.9703 0.9715 0.342
H 9.2658 1.7578 2.9109 0.398
H 8.2409 0.0448 4.7553 0.405
H 5.8038 -0.6772 3.8222 0.371
```

***

(5)
5 unconnected molecules or ions with the total composition C18H40BO4. Source: OMol25; level of theory: ωB97M-V with the def2-TZVPD basis set.

As for the largest force on an atom: 5.4 eV Å⁻¹. Its HOMO energy is -3.85 eV. The multiplicity is 1. The charge is -1. The total energy is -1035.4429 hartree. The value obtained for the frontier orbital gap is 6.04 eV.

XYZ file:
```
63
Properties=species:S:1:pos:R:3:mulliken_charge:R:1
C 1.0944 1.5741 0.4121 -0.507
C 2.2404 0.4981 0.7378 -0.016
C 1.7061 -0.9256 1.2449 0.244
C 2.7518 -2.1502 0.9904 -0.947
B 3.8727 -2.3287 2.1788 0.200
C 4.7955 -0.9572 2.3804 0.192
C 4.9348 -0.3543 3.8120 -0.385
C 5.7797 0.9640 3.9378 -0.403
C 6.4261 1.6109 2.6748 -0.349
C 6.3238 1.0069 1.2372 -0.519
C 5.4787 -0.3135 1.1225 -0.353
H 1.6042 2.6147 0.4659 0.368
H 0.2373 1.6067 1.1637 -0.001
H 0.7497 1.4700 -0.6814 -0.074
H 2.9254 0.9107 1.5606 0.027
H 2.9012 0.3444 -0.2001 0.203
H 1.4829 -0.9610 2.3785 0.086
H 0.7081 -1.2226 0.7419 0.137
H 3.2664 -2.0985 -0.0315 0.149
H 2.0957 -3.1063 0.9911 0.099
H 3.4051 -2.6480 3.2297 -0.254
H 4.6656 -3.1730 1.8388 -0.231
H 4.4399 -0.8533 4.7063 0.296
H 5.8665 1.4104 4.9814 0.263
H 7.0048 2.5803 2.8091 0.267
H 6.7987 1.5031 0.3188 0.272
H 5.3300 -0.8175 0.1106 0.316
C -3.0407 -0.6317 2.3556 -0.694
C -2.0167 -1.1449 3.3490 -0.321
O -0.7230 -0.6643 3.0122 -0.407
H -2.7853 -0.9516 1.3418 0.201
H -4.0407 -0.9990 2.6005 0.350
H -3.0600 0.4616 2.3495 0.076
H -1.9852 -2.2366 3.3363 0.306
H -2.2603 -0.8179 4.3659 0.234
H -0.7555 0.3014 3.0339 0.188
C -1.1700 0.2416 -4.5815 -1.006
C -0.5356 0.6437 -3.2642 -0.215
O -1.0082 -0.1935 -2.2171 -0.471
H -2.2573 0.3136 -4.5213 0.260
H -0.8184 0.8816 -5.3955 0.319
H -0.9328 -0.7973 -4.8236 0.241
H -0.7928 1.6757 -3.0156 0.320
H 0.5552 0.5622 -3.3140 0.258
H -0.7685 -1.1025 -2.4405 0.263
C -3.5061 -2.8987 -7.7764 -1.129
C -2.4581 -2.2779 -6.8737 -0.207
O -3.0811 -1.5076 -5.8537 -0.446
H -4.1266 -2.1233 -8.2332 0.283
H -3.0392 -3.4892 -8.5685 0.340
H -4.1758 -3.5466 -7.2032 0.337
H -1.8053 -1.6151 -7.4457 0.290
H -1.8403 -3.0500 -6.4037 0.291
H -3.6500 -2.1015 -5.3459 0.253
C -4.1006 4.0567 2.9068 -0.938
C -5.3242 3.2138 2.6061 -0.266
O -5.2241 1.9526 3.2558 -0.478
H -3.1926 3.5468 2.5747 0.198
H -4.1626 5.0271 2.4082 0.327
H -3.9987 4.2206 3.9838 0.321
H -5.4100 3.0342 1.5325 0.278
H -6.2368 3.7138 2.9469 0.285
H -5.1574 2.1180 4.2054 0.279
```

***

(6)
A molecular structure, C4H12BBr4Na3. Source: OMol25; level of theory: ωB97M-V with the def2-TZVPD basis set.

As for the largest force on an atom: 5.1 eV Å⁻¹. Its energy above the lowest of the compared OMol25 structures with the same formula, charge and spin is 4.414 eV. Its HOMO energy is -12.07 eV. The multiplicity is 1. The charge is +2. The total energy is -10966.7156 hartree. The value obtained for the frontier orbital gap is 4.22 eV.

XYZ file:
```
24
Properties=species:S:1:pos:R:3:mulliken_charge:R:1
Na 4.4259 1.7911 -6.4502 0.950
Na 7.1080 -2.4145 -2.6851 0.975
Na 2.4573 -4.6257 -5.8570 0.978
B 2.7474 -0.2166 -2.9494 -0.037
H 3.6889 0.3095 -2.9815 -0.267
H 1.9244 0.2194 -3.4943 -0.184
H 2.8793 -1.1948 -3.3853 -0.270
H 2.4668 -0.2578 -1.9083 -0.145
Br 0.3944 -5.7181 2.7351 -0.196
C -0.0259 -4.1048 3.7960 -0.640
C -1.5593 -3.9135 3.9357 -0.543
Br -1.6697 -2.3773 5.1468 -0.131
H 0.2365 -3.2752 3.1396 0.373
H 0.3575 -4.2188 4.8100 0.417
H -2.1543 -4.7125 4.3781 0.378
H -1.9889 -3.5999 2.9843 0.342
Br -2.5994 6.5488 1.1920 -0.083
C -2.8311 4.7721 0.5845 -0.648
C -2.3767 4.6047 -0.8414 -0.609
Br -3.6911 5.3995 -2.0327 -0.108
H -3.8337 4.3802 0.7555 0.368
H -2.4030 4.1155 1.3420 0.361
H -2.1979 3.5749 -1.1507 0.350
H -1.3554 4.9137 -1.0637 0.368
```